Model one:
DFT (ωB97M-V/def2-TZVPD) results for a 5-piece molecular cluster, C3H15NO4 overall.

The value obtained for the LUMO energy is 0.48 eV. As for the multiplicity: 1. Its HOMO energy is -8.1 eV. The SMILES is C/C=C/N.O.O.O.O. The value obtained for the HOMO-LUMO gap is 0.31708 hartree.

Each atom is followed by the atoms it is bonded to, with distances in Å.
Positions of all 23 atoms, in Å:
1 O -2.216 -1.172 2.700  H11 0.980, H12 0.959
2 O -0.872 -1.845 0.471  H9 0.947, H13 0.965
3 O -0.069 -1.786 -4.024  H22 0.962, H23 0.961
4 O 0.276 -0.437 -1.770  H18 0.972, H21 0.946
5 N -1.095 2.233 0.690  C7 1.405, H10 1.005, H19 1.004
6 C 2.357 0.540 0.812  C8 1.522, H15 1.089, H16 1.089, H17 1.095
7 C 0.229 1.839 0.436  N5 1.405, C8 1.334, H20 1.088
8 C 0.956 1.007 1.183  C6 1.522, C7 1.334, H14 1.085
9 H -1.493 -2.443 0.863  O2 0.947
10 H -1.239 3.201 0.461  N5 1.005
11 H -1.620 -1.067 1.929  O1 0.980
12 H -2.156 -0.355 3.199  O1 0.959
13 H -0.457 -1.482 -0.320  O2 0.965
14 H 0.428 0.513 1.992  C8 1.085
15 H 2.560 0.556 -0.257  C6 1.089
16 H 3.109 1.138 1.325  C6 1.089
17 H 2.379 -0.498 1.161  C6 1.095
18 H 0.168 -0.825 -2.654  O4 0.972
19 H -1.471 1.841 1.534  N5 1.004
20 H 0.575 2.268 -0.502  C7 1.088
21 H 0.585 -0.330 -0.882  O4 0.946
22 H 0.070 -0.920 -4.421  O3 0.962
23 H -1.005 -1.976 -3.926  O3 0.961

Löwdin charges, unit e, in atom order: atom 1 (O): -0.080, atom 2 (O): -0.063, atom 3 (O): -0.021, atom 4 (O): -0.076, atom 5 (N): 0.045, atom 6 (C): -0.109, atom 7 (C): -0.245, atom 8 (C): -0.195, atom 9 (H): 0.045, atom 10 (H): 0.075, atom 11 (H): -0.016, atom 12 (H): 0.022, atom 13 (H): 0.016, atom 14 (H): 0.090, atom 15 (H): 0.066, atom 16 (H): 0.065, atom 17 (H): 0.073, atom 18 (H): -0.005, atom 19 (H): 0.069, atom 20 (H): 0.118, atom 21 (H): -0.010, atom 22 (H): 0.066, atom 23 (H): 0.072



Model two:
DFT (ωB97M-V/def2-TZVPD) results for a 5-piece molecular cluster, C3H15NO4 overall.

The value obtained for the LUMO energy is 0.37 eV. As for the multiplicity: 1. Its HOMO energy is -9.6 eV. The SMILES is C=CCN.O.O.O.O. The value obtained for the HOMO-LUMO gap is 0.36664 hartree.

Each atom is followed by the atoms it is bonded to, with distances in Å.
Positions of all 23 atoms, in Å:
1 O 2.112 -0.045 -1.882  H20 0.963, H21 0.961
2 O -0.546 1.802 -1.734  H12 0.987, H13 0.970
3 O 1.637 2.787 0.823  H14 0.960, H15 0.958
4 O -1.216 -0.728 -1.544  H17 0.973, H19 0.965
5 N 0.220 -2.603 0.893  C8 1.492, H9 1.016, H10 1.016
6 C -1.018 0.490 1.168  C7 1.333, H22 1.067, H23 1.074
7 C -1.394 -0.725 1.566  C6 1.333, C8 1.518, H18 1.076
8 C -0.234 -1.633 1.933  N5 1.492, C7 1.518, H11 1.104, H16 1.090
9 H 0.368 -2.123 0.010  N5 1.016
10 H -0.491 -3.302 0.701  N5 1.016
11 H -0.544 -2.292 2.762  C8 1.104
12 H -0.533 0.831 -1.912  O2 0.987
13 H -1.315 2.110 -2.239  O2 0.970
14 H 0.793 3.242 0.879  O3 0.960
15 H 1.553 2.283 0.012  O3 0.958
16 H 0.685 -1.151 2.269  C8 1.090
17 H -0.614 -1.068 -2.229  O4 0.973
18 H -2.394 -1.081 1.743  C7 1.076
19 H -1.127 -1.411 -0.869  O4 0.965
20 H 1.337 -0.093 -1.313  O1 0.963
21 H 2.384 0.863 -1.722  O1 0.961
22 H -1.679 1.314 1.021  C6 1.067
23 H -0.012 0.854 1.266  C6 1.074

Löwdin charges, unit e, in atom order: atom 1 (O): -0.041, atom 2 (O): -0.089, atom 3 (O): -0.051, atom 4 (O): -0.059, atom 5 (N): -0.009, atom 6 (C): -0.009, atom 7 (C): -0.161, atom 8 (C): -0.281, atom 9 (H): 0.031, atom 10 (H): 0.063, atom 11 (H): 0.107, atom 12 (H): -0.013, atom 13 (H): 0.049, atom 14 (H): 0.037, atom 15 (H): -0.003, atom 16 (H): 0.107, atom 17 (H): 0.072, atom 18 (H): 0.097, atom 19 (H): 0.018, atom 20 (H): -0.005, atom 21 (H): 0.036, atom 22 (H): 0.056, atom 23 (H): 0.047



Tell me which of them is the most stable. Sure, it is model two.



Model one:
DFT (ωB97M-V/def2-TZVPD) results for a 13-piece molecular cluster, C3H31O13 overall.

The value obtained for the LUMO energy is 2.35 eV. The net charge is -1. As for the multiplicity: 1. Its HOMO energy is -5.3 eV. The value obtained for the HOMO-LUMO gap is 0.28242 hartree.

Each atom is followed by the atoms it is bonded to, with distances in Å.
Positions of all 47 atoms, in Å:
1 O -11.933 5.062 -22.270  H26 0.957, H33 0.957
2 O -6.345 4.310 -21.786  H27 0.957, H39 0.957
3 O -12.040 5.733 -15.581  H34 0.957, H46 0.957
4 O -9.100 2.689 -21.316  H23 0.957, H25 0.957
5 O -6.653 1.760 -19.625  H20 0.957, H42 0.957
6 O -6.672 6.958 -20.470  H21 0.957, H28 0.957
7 O -8.500 5.473 -14.322  H29 0.957, H45 0.957
8 O -4.633 4.017 -18.691  H24 0.957, H44 0.957
9 O -7.685 8.645 -17.616  H36 0.957, H38 0.957
10 O -5.780 5.180 -15.778  H19 0.957, H22 0.957
11 O -10.038 7.561 -16.540  H30 0.957, H41 0.957
12 O -7.299 4.704 -18.973  C15 1.375
13 O -10.816 4.191 -13.741  H18 0.957, H35 0.957
14 C -9.595 5.423 -19.077  C15 1.556, H31 1.090, H32 1.090, H40 1.090
15 C -8.426 4.882 -18.205  O12 1.375, C14 1.556, C16 1.555, H37 1.090
16 C -8.811 3.614 -17.391  C15 1.555, H17 1.090, H43 1.090, H47 1.090
17 H -9.294 2.847 -17.997  C16 1.090
18 H -11.224 4.571 -14.520  O13 0.957
19 H -6.377 5.212 -16.525  O10 0.957
20 H -6.854 2.695 -19.601  O5 0.957
21 H -6.770 6.289 -19.792  O6 0.957
22 H -5.321 4.346 -15.873  O10 0.957
23 H -8.901 2.678 -20.379  O4 0.957
24 H -5.543 4.262 -18.858  O8 0.957
25 H -8.657 3.470 -21.646  O4 0.957
26 H -12.095 5.451 -21.411  O1 0.957
27 H -6.760 5.147 -21.578  O2 0.957
28 H -5.764 7.250 -20.390  O6 0.957
29 H -8.391 5.713 -15.242  O7 0.957
30 H -10.761 7.672 -17.157  O11 0.957
31 H -9.908 4.848 -19.948  C14 1.090
32 H -9.385 6.456 -19.355  C14 1.090
33 H -12.729 4.567 -22.464  O1 0.957
34 H -11.213 5.938 -16.019  O3 0.957
35 H -11.200 4.675 -13.009  O13 0.957
36 H -7.814 8.334 -18.512  O9 0.957
37 H -8.168 5.568 -17.397  C15 1.090
38 H -7.222 7.931 -17.178  O9 0.957
39 H -6.080 3.956 -20.937  O2 0.957
40 H -10.423 5.519 -18.375  C14 1.090
41 H -9.323 8.078 -16.911  O11 0.957
42 H -7.433 1.338 -19.265  O5 0.957
43 H -9.586 3.782 -16.643  C16 1.090
44 H -4.676 3.100 -18.420  O8 0.957
45 H -9.413 5.191 -14.255  O7 0.957
46 H -12.227 6.506 -15.048  O3 0.957
47 H -7.974 3.038 -16.995  C16 1.090

Löwdin charges, unit e, in atom order: atom 1 (O): -0.051, atom 2 (O): -0.054, atom 3 (O): -0.039, atom 4 (O): -0.058, atom 5 (O): -0.054, atom 6 (O): -0.063, atom 7 (O): -0.060, atom 8 (O): -0.069, atom 9 (O): -0.033, atom 10 (O): -0.047, atom 11 (O): -0.054, atom 12 (O): -0.313, atom 13 (O): -0.056, atom 14 (C): -0.042, atom 15 (C): -0.586, atom 16 (C): -0.053, atom 17 (H): 0.058, atom 18 (H): -0.021, atom 19 (H): -0.011, atom 20 (H): -0.032, atom 21 (H): -0.024, atom 22 (H): 0.030, atom 23 (H): -0.012, atom 24 (H): -0.048, atom 25 (H): 0.015, atom 26 (H): 0.021, atom 27 (H): -0.003, atom 28 (H): 0.045, atom 29 (H): -0.015, atom 30 (H): 0.041, atom 31 (H): 0.061, atom 32 (H): 0.060, atom 33 (H): 0.026, atom 34 (H): 0.004, atom 35 (H): 0.050, atom 36 (H): 0.031, atom 37 (H): 0.072, atom 38 (H): 0.050, atom 39 (H): -0.010, atom 40 (H): 0.047, atom 41 (H): -0.007, atom 42 (H): 0.027, atom 43 (H): 0.058, atom 44 (H): 0.020, atom 45 (H): -0.040, atom 46 (H): 0.062, atom 47 (H): 0.077



Model two:
DFT (ωB97M-V/def2-TZVPD) results for a 13-piece molecular cluster, C3H31O13 overall.

The value obtained for the LUMO energy is 2.32 eV. The net charge is -1. As for the multiplicity: 1. Its HOMO energy is -5.5 eV. The value obtained for the HOMO-LUMO gap is 0.28572 hartree.

Each atom is followed by the atoms it is bonded to, with distances in Å.
Positions of all 47 atoms, in Å:
1 O 2.170 -1.749 -1.240  H31 0.959, H36 0.930
2 O 1.509 -1.598 2.534  H17 0.976, H22 0.970
3 O -1.728 3.012 -2.648  H29 0.981, H38 0.962
4 O 0.702 1.436 2.715  H39 0.947, H45 0.979
5 O 0.044 2.542 -0.094  H21 0.957, H33 0.958
6 O -0.572 -3.528 -1.851  H32 0.927, H40 0.948
7 O -0.222 1.305 -3.973  H24 0.938, H44 0.966
8 O 1.723 -1.005 -4.114  H35 0.949, H41 0.988
9 O 0.394 -3.949 0.899  H19 0.983, H46 0.978
10 O 0.608 -0.013 0.588  C15 1.450
11 O -0.636 0.246 4.682  H18 0.966, H43 0.944
12 O 2.879 1.249 -0.421  H25 0.958, H34 0.936
13 O -0.986 3.492 2.920  H26 0.936, H28 0.962
14 C -1.745 0.106 1.108  C15 1.551, H23 1.093, H42 1.080, H47 1.063
15 C -0.673 -0.592 0.233  O10 1.450, C14 1.551, C16 1.487, H20 1.085
16 C -0.915 -0.429 -1.225  C15 1.487, H27 1.105, H30 1.079, H37 1.127
17 H 2.371 -1.979 2.281  O2 0.976
18 H -1.199 -0.296 4.114  O11 0.966
19 H 1.193 -4.508 0.769  O9 0.983
20 H -0.515 -1.637 0.479  C15 1.085
21 H -0.775 2.623 -0.583  O5 0.957
22 H 1.241 -1.050 1.780  O2 0.970
23 H -1.856 1.183 0.958  C14 1.093
24 H 0.085 0.684 -3.342  O7 0.938
25 H 3.080 2.007 0.128  O12 0.958
26 H -1.808 3.286 2.522  O13 0.936
27 H -1.746 -1.081 -1.551  C16 1.105
28 H -0.310 2.876 2.624  O13 0.962
29 H -1.379 3.928 -2.693  O3 0.981
30 H -0.010 -0.672 -1.760  C16 1.079
31 H 1.732 -1.368 -2.004  O1 0.959
32 H -0.238 -3.945 -1.093  O6 0.927
33 H 0.215 1.630 0.141  O5 0.958
34 H 2.176 0.854 0.055  O12 0.936
35 H 1.650 -0.303 -4.748  O8 0.949
36 H 1.465 -1.697 -0.636  O1 0.930
37 H -1.316 0.611 -1.396  C16 1.127
38 H -2.655 3.101 -2.408  O3 0.962
39 H 0.474 0.870 1.991  O4 0.947
40 H -0.984 -2.813 -1.383  O6 0.948
41 H 0.873 -1.464 -4.325  O8 0.988
42 H -2.683 -0.402 0.942  C14 1.080
43 H -0.190 -0.451 5.138  O11 0.944
44 H -0.749 1.852 -3.376  O7 0.966
45 H 0.242 1.076 3.500  O4 0.979
46 H 0.561 -3.336 1.642  O9 0.978
47 H -1.500 -0.100 2.121  C14 1.063

Löwdin charges, unit e, in atom order: atom 1 (O): -0.036, atom 2 (O): -0.082, atom 3 (O): -0.046, atom 4 (O): -0.081, atom 5 (O): -0.056, atom 6 (O): -0.030, atom 7 (O): -0.064, atom 8 (O): -0.047, atom 9 (O): -0.080, atom 10 (O): -0.364, atom 11 (O): -0.021, atom 12 (O): -0.053, atom 13 (O): -0.074, atom 14 (C): -0.030, atom 15 (C): -0.500, atom 16 (C): -0.064, atom 17 (H): 0.054, atom 18 (H): 0.048, atom 19 (H): 0.069, atom 20 (H): 0.100, atom 21 (H): -0.012, atom 22 (H): -0.025, atom 23 (H): 0.075, atom 24 (H): -0.029, atom 25 (H): 0.026, atom 26 (H): -0.014, atom 27 (H): 0.089, atom 28 (H): -0.030, atom 29 (H): 0.094, atom 30 (H): 0.054, atom 31 (H): -0.015, atom 32 (H): -0.032, atom 33 (H): -0.039, atom 34 (H): -0.047, atom 35 (H): 0.023, atom 36 (H): -0.043, atom 37 (H): 0.084, atom 38 (H): 0.068, atom 39 (H): -0.056, atom 40 (H): -0.021, atom 41 (H): 0.073, atom 42 (H): 0.069, atom 43 (H): 0.047, atom 44 (H): -0.034, atom 45 (H): -0.004, atom 46 (H): 0.018, atom 47 (H): 0.039



Tell me which of them is the most stable. Sure, it is model one.